DFT (ωB97M-V with the def2-TZVPD basis set) results for a structure of composition C30H39BN10ORuSbSe4.

```
87
Properties=species:S:1:pos:R:3:forces:R:3:lowdin_charge:R:1
Ru 0.0906 -0.2601 0.0115 -0.302 1.625 -0.650 0.97
C 1.0925 2.9339 -3.2625 0.047 0.073 -0.062 -0.05
C 1.6853 2.6229 -1.8850 -0.071 0.308 -0.068 -0.37
C 3.0211 3.3504 -1.7145 0.090 0.093 0.007 -0.07
C 0.7221 2.9924 -0.7920 -0.006 -0.079 0.110 -0.28
C 0.0940 4.2327 -0.5742 -0.002 -0.090 0.000 -0.02
C -0.7214 4.0201 0.5196 -0.037 0.067 -0.043 -0.09
N -0.5791 2.7516 0.9192 0.319 -0.300 0.187 -0.04
N 0.3264 2.1089 0.1319 -0.335 0.587 -0.032 0.04
B -1.3233 2.0609 2.1032 0.127 0.050 0.122 -0.54
N -2.4005 1.0528 1.6167 0.551 -0.591 0.650 -0.09
C -3.7122 1.2125 1.8383 -0.139 -0.178 0.207 -0.11
C -4.3655 0.1196 1.3265 -0.105 -0.025 -0.091 -0.02
C -3.3575 -0.7034 0.7822 0.193 0.082 0.101 -0.26
N -2.1506 -0.1364 0.9667 -1.045 0.397 0.916 0.05
C -3.6703 -2.0668 0.1951 0.511 -0.045 0.245 -0.35
C -3.1458 -2.3373 -1.2179 -0.200 0.077 -0.012 -0.06
C -3.2692 -3.1625 1.2050 -0.199 0.043 -0.082 -0.07
N -0.3492 1.3749 3.0585 -0.078 -0.074 -0.481 -0.05
C -0.2621 1.6016 4.3772 0.122 -0.085 0.131 -0.10
C 0.5421 0.6248 4.9178 0.147 -0.144 -0.036 -0.03
C 0.9132 -0.2008 3.8234 0.003 -0.029 0.042 -0.25
N 0.3603 0.2669 2.6948 0.144 0.395 0.529 0.09
C 1.7842 -1.4452 3.9035 -0.119 0.413 0.011 -0.38
C 3.1274 -1.2640 3.1945 0.005 0.228 0.263 -0.10
C 2.0127 -1.8664 5.3515 0.021 0.015 0.134 -0.09
H 1.7847 2.6203 -4.0541 -0.109 0.046 0.125 0.08
H 0.1519 2.4031 -3.4060 -0.031 -0.020 -0.012 0.07
H 0.9036 4.0113 -3.3788 0.039 -0.178 0.030 0.07
H 1.8479 1.5539 -1.8243 0.029 -0.266 0.031 0.09
H 2.8946 4.4323 -1.8574 0.005 -0.136 0.012 0.07
H 3.4418 3.1945 -0.7182 -0.021 -0.019 -0.080 0.06
H 3.7496 2.9916 -2.4502 -0.081 0.046 0.073 0.08
H 0.2078 5.1420 -1.1440 -0.007 -0.066 0.035 0.09
H -1.4038 4.6791 1.0384 0.091 -0.070 -0.051 0.11
H -1.9110 2.9422 2.7046 0.090 -0.129 -0.131 0.11
H -4.0767 2.0890 2.3565 0.065 -0.115 -0.078 0.11
H -5.4278 -0.0855 1.3428 0.169 0.016 -0.025 0.10
H -4.7541 -2.0713 0.1155 -0.303 -0.048 0.055 0.11
H -2.0897 -2.1470 -1.3236 0.432 0.039 0.091 0.03
H -3.3065 -3.3890 -1.4704 -0.049 0.086 -0.002 0.08
H -3.6658 -1.7118 -1.9543 0.045 -0.047 0.078 0.07
H -2.2220 -3.1004 1.4795 0.180 0.020 -0.023 -0.01
H -3.8430 -3.0728 2.1365 0.067 0.031 -0.170 0.08
H -3.4331 -4.1628 0.7920 -0.018 0.121 0.010 0.08
H -0.7855 2.4372 4.8290 0.092 -0.210 -0.102 0.11
H 0.8170 0.4967 5.9555 -0.041 0.023 -0.178 0.09
H 1.2464 -2.2569 3.4217 -0.129 -0.154 -0.157 0.05
H 3.6095 -0.3347 3.5414 -0.010 -0.172 -0.034 0.08
H 3.7781 -2.1192 3.3931 -0.083 0.099 -0.017 0.03
H 2.9963 -1.2106 2.1216 -0.059 -0.008 -0.192 0.02
H 2.6504 -1.1413 5.8829 -0.112 -0.136 -0.088 0.07
H 1.0703 -1.9722 5.8995 0.103 0.001 -0.084 0.08
H 2.5116 -2.8388 5.3528 -0.021 0.083 0.030 0.08
O 0.6397 -0.7528 -2.1252 0.499 -0.015 -0.662 -0.25
C 0.1819 -0.9385 -3.3116 0.356 -0.206 0.512 -0.39
C 0.8734 -1.7722 -4.2461 0.002 0.004 -0.103 -0.01
C 0.3938 -2.0069 -5.5165 -0.183 0.206 0.176 -0.11
C -0.8194 -1.4327 -5.9503 0.229 0.001 0.383 -0.14
C -1.5015 -0.6254 -5.0573 0.028 0.006 0.023 -0.08
C -1.0198 -0.3552 -3.7663 -0.666 0.438 -0.057 -0.11
C -1.7509 0.5285 -2.8436 0.119 -0.142 -0.510 -0.29
N -1.5869 0.6247 -1.5394 -0.613 0.545 -0.077 0.06
C -2.5198 1.5510 -1.0918 -0.205 0.321 -0.572 -0.14
C -3.2448 2.0363 -2.1375 0.441 -0.238 -0.057 -0.07
N -2.7332 1.3875 -3.2541 -0.050 -0.106 0.230 0.09
H 1.7883 -2.2406 -3.8943 -0.096 0.039 -0.059 0.11
H 0.9490 -2.6600 -6.1809 -0.007 -0.010 0.005 0.09
H -1.2252 -1.6439 -6.9320 0.031 0.014 0.036 0.08
H -2.4616 -0.2204 -5.3657 -0.007 0.046 0.021 0.09
H -2.6166 1.7954 -0.0403 -0.022 0.162 -1.151 0.07
H -4.0346 2.7749 -2.1980 0.190 -0.217 0.004 0.10
H -3.0315 1.5060 -4.2010 -0.016 -0.011 -0.137 0.13
Se 3.3640 -4.7544 1.9065 -0.325 0.050 -0.125 -0.28
Sb 0.9618 -4.8360 1.4246 0.287 -0.859 0.322 -0.37
Se 0.4480 -2.3823 0.5436 0.004 -2.191 0.392 0.20
Se -0.4796 -4.9196 3.3978 0.166 0.122 -0.230 -0.27
Se 0.3092 -6.2130 -0.4769 0.026 0.246 0.202 -0.33
N 3.4122 0.7381 0.5472 -0.253 0.108 0.055 -0.02
C 4.6905 0.3182 0.5737 0.056 -0.034 -0.129 -0.13
C 4.7461 -0.8077 -0.2164 -0.106 -0.164 -0.097 -0.06
C 3.4169 -0.9996 -0.6648 0.125 0.132 0.061 -0.16
N 2.6168 -0.0544 -0.1881 0.437 -0.082 0.140 -0.05
H 2.9769 1.4636 1.0877 -0.077 0.080 0.101 0.14
H 5.4464 0.8422 1.1437 -0.147 -0.116 -0.070 0.11
H 5.6038 -1.4425 -0.4048 -0.236 0.180 0.029 0.09
H 2.9990 -1.7709 -1.2952 0.037 0.042 0.102 0.10
```
Forces are in eV/Å.

- expectation value of S² = 8.78
- energy (Eh) = -11755.26844
- HOMO-LUMO gap (spin up / spin down) (eV) = 5.321 / 5.289
- spin multiplicity = 6
- energy above the lowest of the compared OMol25 structures with the same formula, charge and spin (eV) = 1.171
- total charge = -2
- E_LUMO (spin up / spin down) (Ha) = 0.141 / 0.141

DFT (ωB97M-V with the def2-TZVPD basis set) results for a cluster of 12 separate species, C33H80BrN24O14P in total.

```
153
Properties=species:S:1:pos:R:3:forces:R:3:lowdin_charge:R:1
C 1.0085 -2.6945 0.8242 0.547 -0.492 -0.969 -0.07
C -0.2237 -2.3818 -0.1145 0.937 -0.404 0.960 -0.15
C -0.0099 -2.8553 -1.6100 -2.784 1.460 0.108 -0.25
C 1.1426 -2.1465 -2.4131 1.335 -0.153 0.654 -0.12
C 1.5860 -0.7562 -1.8367 -0.431 0.463 -0.874 -0.17
C 0.5362 0.3847 -2.0622 1.357 1.156 0.698 -0.19
C 1.1278 1.7493 -1.4800 -1.151 -0.487 0.591 -0.19
C 1.1145 1.8253 0.0962 -0.260 0.700 -0.299 -0.20
C -0.3242 1.7173 0.7183 -0.367 -0.163 1.244 -0.18
C -0.4311 0.6906 1.9305 -0.005 0.578 0.613 -0.19
C -0.3925 1.4482 3.3275 0.354 -1.235 -0.209 -0.20
C 1.0316 2.0095 3.6760 -0.504 -0.180 0.108 -0.16
C 2.1052 0.9342 4.0623 -0.341 0.640 0.360 -0.20
O 3.3671 1.6589 4.1152 0.188 -0.942 -0.359 -0.24
C 4.3659 1.0161 3.3229 0.478 -0.034 0.060 -0.14
C -1.3412 -2.2870 -2.2982 3.428 -2.794 -0.484 -0.41
O -2.0984 -1.4847 -1.9377 -1.422 1.198 -0.224 0.21
O -1.4055 -3.0778 -3.4846 -1.239 -0.050 -0.784 -0.09
C -1.5245 -4.4135 -2.9374 -0.379 1.846 1.199 -0.64
Br -1.6891 -5.8977 -4.2008 0.004 0.750 0.092 0.76
C -0.3084 -4.4015 -1.8950 0.196 -2.153 0.733 -0.35
P 1.0870 -5.3842 -2.7466 0.815 2.059 -2.383 0.74
N 1.4605 -4.8123 -4.1918 -0.561 -0.395 1.096 -0.31
C -0.6437 -5.3030 -0.6351 1.433 0.834 -0.531 -0.28
C 0.4771 -5.8090 0.1227 -2.003 -1.350 1.985 -0.06
C 0.1705 -6.6450 1.2800 -1.756 0.855 -1.323 -0.02
C -1.2381 -6.8939 1.5610 1.538 1.248 -1.565 -0.04
C -2.1986 -6.2798 0.6832 -0.106 -1.035 1.199 -0.13
N -1.9517 -5.5201 -0.4007 1.548 -0.735 1.337 0.11
H 1.6544 -1.8031 1.0276 -0.764 -0.713 0.074 0.06
H 0.7265 -3.2311 1.7555 0.132 0.635 -0.512 0.08
H 1.6791 -3.3974 0.2551 -0.415 0.610 0.660 0.07
H -1.1297 -2.8696 0.3307 0.683 0.288 -0.667 0.13
H -0.4401 -1.2861 -0.0613 0.207 -0.971 -0.389 0.09
H 2.0576 -2.7998 -2.4215 -0.838 0.446 0.050 0.10
H 0.8946 -2.0036 -3.4967 -0.039 -0.253 0.981 0.12
H 1.8818 -0.7576 -0.7673 -0.243 -0.329 -0.686 0.09
H 2.5082 -0.4544 -2.4050 -0.735 -0.327 0.490 0.13
H 0.3444 0.5840 -3.1495 -0.032 -0.565 0.852 0.12
H -0.4083 0.2265 -1.4992 0.540 -0.135 -0.739 0.07
H 0.3943 2.5307 -1.8205 1.022 -0.325 0.136 0.11
H 2.1647 1.9512 -1.8295 -0.783 -0.079 -0.084 0.11
H 1.8130 1.0936 0.5668 -0.513 0.310 -0.424 0.09
H 1.5116 2.8408 0.3700 -0.207 -0.897 -0.235 0.11
H -0.6440 2.7159 1.1606 0.486 -1.071 -0.790 0.08
H -1.1233 1.4335 -0.0073 0.779 0.227 0.140 0.09
H -1.3654 0.0699 1.8849 0.700 0.668 0.025 0.09
H 0.4122 -0.0406 1.9517 -0.501 0.477 -0.314 0.08
H -0.6537 0.6855 4.1088 0.034 0.716 -0.551 0.10
H -1.1859 2.2360 3.3404 0.794 -0.452 0.025 0.10
H 1.4320 2.6255 2.8306 -0.286 -0.461 0.739 0.11
H 0.9150 2.6633 4.5739 0.236 -0.233 -0.756 0.11
H 2.1487 0.0563 3.3740 0.079 0.775 0.237 0.12
H 1.9434 0.5181 5.0932 -0.168 0.313 -0.865 0.12
H 4.0803 0.9679 2.2452 0.115 -0.186 0.855 0.07
H 5.3237 1.5940 3.3935 -0.856 -0.199 0.123 0.08
H 4.5911 -0.0058 3.7348 -0.256 0.628 -0.595 0.10
H -2.5511 -4.3623 -2.5036 1.102 -0.849 0.260 0.10
H 0.6760 -6.7480 -2.7746 0.151 0.328 0.643 0.00
H 2.2977 -5.2965 -1.9934 -0.745 -0.468 0.367 0.02
H 0.8574 -4.0194 -4.4083 0.165 -0.255 -0.269 -0.06
H 1.5435 -5.6060 -0.0689 -0.950 0.068 -0.130 0.08
H 0.9806 -7.0597 1.9172 -0.734 0.352 -0.583 0.11
H -1.5537 -7.5212 2.4115 0.141 0.507 -0.625 0.10
H -3.2712 -6.4624 0.9230 0.856 0.226 -0.346 0.11
C -1.5867 5.8142 2.0370 0.302 0.386 -0.173 -0.68
O -0.7848 4.8931 1.9671 -0.193 -0.079 0.061 0.02
N -2.8528 5.6413 2.5387 -0.398 -0.375 0.065 0.13
N -1.3005 7.0727 1.6291 -0.122 -0.666 -0.091 0.16
H -3.5322 6.3768 2.6077 0.049 0.029 -0.022 0.10
H -3.0988 4.7187 2.8521 0.071 0.083 0.132 0.10
H -0.3837 7.2399 1.2564 -0.038 0.246 0.143 0.08
H -1.9474 7.8358 1.6803 0.102 0.054 0.013 0.09
C -4.0344 0.0774 4.2385 0.119 -0.063 -0.029 -0.68
O -2.9529 -0.4568 4.0751 -0.129 -0.022 0.020 0.03
N -4.5348 0.3613 5.4773 0.014 0.013 0.279 0.15
N -4.8403 0.4392 3.1964 -0.044 0.048 -0.276 0.15
H -5.4220 0.8003 5.6337 0.017 -0.011 -0.040 0.09
H -3.9694 0.1095 6.2676 -0.016 0.011 -0.055 0.10
H -4.5045 0.2459 2.2700 -0.008 0.001 0.054 0.10
H -5.7335 0.8798 3.3082 0.023 -0.015 0.027 0.09
C 6.1396 -0.5980 0.5926 -0.185 0.181 -0.068 -0.67
O 4.9258 -0.4917 0.6722 0.298 -0.225 -0.185 0.02
N 6.9870 0.3497 1.0872 0.057 0.271 0.198 0.16
N 6.7611 -1.6660 0.0091 -0.315 -0.298 -0.016 0.14
H 7.9860 0.2867 1.0354 -0.029 -0.013 -0.036 0.09
H 6.5713 1.1522 1.5254 0.033 -0.037 -0.050 0.09
H 6.1710 -2.3920 -0.3686 0.088 0.014 -0.153 0.10
H 7.7572 -1.7625 -0.0608 -0.038 0.059 -0.078 0.10
C -3.6724 -2.6877 -7.4758 0.296 -0.199 -0.192 -0.69
O -4.5228 -2.2650 -8.2576 0.223 0.058 0.324 0.00
N -3.0427 -1.8835 -6.5715 -0.045 0.297 0.065 0.17
N -3.2904 -3.9868 -7.4447 0.052 -0.094 -0.377 0.18
H -2.3477 -2.2088 -5.9230 -0.092 -0.062 0.052 0.08
H -3.2994 -0.9134 -6.5643 0.057 -0.046 -0.016 0.10
H -3.7343 -4.6120 -8.0925 -0.096 0.013 0.132 0.11
H -2.6005 -4.3452 -6.8143 0.015 -0.009 0.130 0.06
C -4.8877 5.4429 -0.9249 0.091 0.015 0.116 -0.69
O -5.3342 6.4705 -0.4345 0.015 -0.094 -0.060 0.01
N -5.2694 4.9915 -2.1562 -0.235 0.086 -0.247 0.14
N -3.9739 4.6636 -0.2856 -0.008 -0.062 0.195 0.16
H -4.9163 4.1531 -2.5767 0.036 0.021 0.048 0.09
H -5.9427 5.5418 -2.6571 0.045 -0.025 0.028 0.10
H -3.6699 4.9685 0.6254 0.106 -0.011 -0.068 0.06
H -3.5943 3.8180 -0.6685 0.022 0.054 -0.042 0.10
C 0.1148 -10.2907 -4.7770 0.155 -0.123 -0.061 -0.69
O 0.8343 -11.2603 -4.9520 -0.121 0.114 0.050 0.02
N -1.1177 -10.3851 -4.1957 -0.230 -0.145 0.150 0.15
N 0.4777 -9.0290 -5.1455 0.196 0.125 -0.070 0.16
H -1.7242 -9.6012 -4.0425 0.045 0.006 -0.022 0.08
H -1.4202 -11.2984 -3.9106 0.025 0.046 -0.027 0.10
H 1.3776 -8.9178 -5.5763 -0.049 0.028 0.018 0.11
H -0.0995 -8.2211 -5.0093 0.015 0.054 -0.002 0.03
C 0.7463 10.1013 2.3607 0.171 0.287 -0.111 -0.66
O 0.2393 9.2173 1.6825 0.173 0.321 0.109 0.01
N 0.9369 9.9691 3.7071 -0.130 -0.304 0.253 0.15
N 1.1599 11.2829 1.8349 0.030 -0.151 -0.304 0.16
H 1.3492 10.6772 4.2836 0.007 0.011 -0.063 0.09
H 0.6424 9.1069 4.1292 0.036 0.039 -0.028 0.10
H 1.0340 11.4166 0.8413 -0.147 0.168 0.087 0.06
H 1.5761 12.0169 2.3751 -0.018 -0.056 0.044 0.09
C -7.0280 -3.5963 -5.9431 0.175 0.163 -0.111 -0.68
O -6.3132 -4.5703 -6.1233 -0.145 0.018 0.099 0.01
N -8.2670 -3.6932 -5.3686 -0.247 -0.261 0.158 0.14
N -6.6576 -2.3359 -6.2959 0.325 0.054 0.145 0.16
H -8.8710 -2.9098 -5.2107 0.049 0.011 -0.033 0.09
H -8.5744 -4.6085 -5.0954 0.020 0.049 -0.031 0.10
H -5.7463 -2.2220 -6.7256 -0.486 0.035 -0.225 0.05
H -7.2326 -1.5277 -6.1542 -0.059 -0.075 0.010 0.09
C 6.8687 -5.2433 0.7406 -0.188 -0.037 -0.184 -0.69
O 6.1074 -5.0832 -0.2039 0.073 0.047 0.048 0.01
N 7.2078 -4.2289 1.5734 0.092 0.449 0.271 0.15
N 7.4352 -6.4467 1.0299 0.035 -0.431 -0.133 0.15
H 7.8290 -4.3303 2.3538 -0.052 -0.073 0.001 0.10
H 6.8026 -3.3252 1.3825 0.087 -0.128 0.154 0.07
H 7.2039 -7.2188 0.4299 0.027 0.074 0.050 0.11
H 8.0608 -6.5981 1.7981 -0.033 0.040 -0.004 0.09
C -0.8159 13.1564 -0.9732 -0.113 -0.034 -0.004 -0.67
O 0.1136 12.4352 -0.6462 0.059 0.124 -0.080 0.01
N -0.6410 14.4583 -1.3389 0.238 0.183 -0.002 0.15
N -2.1050 12.7196 -0.9998 -0.108 -0.249 0.077 0.16
H -1.3895 15.0666 -1.6107 -0.009 -0.050 0.004 0.09
H 0.2976 14.8139 -1.3310 -0.052 -0.022 -0.017 0.10
H -2.2703 11.7642 -0.7363 0.016 0.044 -0.023 0.11
H -2.8831 13.2928 -1.2649 0.042 0.011 -0.009 0.09
C 3.7745 -0.6573 7.7541 -0.024 -0.006 -0.158 -0.69
O 3.3298 -1.5860 7.0997 0.056 0.066 0.109 0.02
N 3.9240 -0.7209 9.1117 -0.026 -0.188 0.281 0.14
N 4.1597 0.5212 7.1893 0.050 0.019 -0.327 0.16
H 4.2866 0.0290 9.6686 -0.011 0.008 -0.052 0.09
H 3.6502 -1.5746 9.5626 0.005 0.048 -0.036 0.10
H 4.0626 0.6067 6.1892 -0.058 0.184 0.056 0.07
H 4.5268 1.2952 7.7090 -0.039 -0.019 0.006 0.09
```
Forces are in eV/Å.

- energy (Eh) = -6588.60718
- HOMO-LUMO gap (eV) = 8.433
- SMILES = CC[C@]1(CCCCCCCCCCOC)C(=O)O[C@@H](Br)[C@]1([PH2]=N)c1ccccn1.NC(N)=O.NC(N)=O.NC(N)=O.NC(N)=O.NC(N)=O.NC(N)=O.NC(N)=O.NC(N)=O.NC(N)=O.NC(N)=O.NC(N)=O
- total charge = 0
- E_LUMO (Ha) = 0.011

DFT (ωB97M-V with the def2-TZVPD basis set) results for an isolated molecule of C5H8N2.

```
15
Properties=species:S:1:pos:R:3:forces:R:3:lowdin_charge:R:1
C 2.3716 0.1399 0.0368 0.014 -0.064 -0.003 -0.04
N 0.9381 -0.1175 0.0230 -0.364 -0.116 0.044 -0.18
C 0.3155 -1.3146 0.3609 -0.171 0.010 -0.005 -0.08
C -1.0600 -1.1058 0.2938 -0.329 0.613 -0.187 -0.05
C -1.2266 0.2312 -0.0834 -0.200 0.267 -0.089 -0.39
N -2.6147 0.5199 -0.2063 -0.144 1.094 -0.312 0.03
C -0.0080 0.8417 -0.2483 -0.071 0.079 -0.013 -0.05
H 2.9187 -0.7403 -0.3125 -0.144 0.085 0.064 0.09
H 2.6043 0.9683 -0.6413 -0.146 -0.189 0.124 0.09
H 2.7365 0.4051 1.0367 -0.152 -0.077 -0.134 0.09
H 0.9670 -2.1522 0.5995 -0.434 0.103 -0.035 0.10
H -2.2050 -1.2554 0.3064 2.161 -2.426 0.719 0.13
H -2.9806 0.6350 -1.1340 -0.014 0.395 -0.042 0.07
H -3.0338 1.0984 0.4988 0.004 0.371 -0.162 0.07
H 0.2769 1.8462 -0.5301 -0.009 -0.143 0.032 0.11
```
Forces are in eV/Å.

- energy (Eh) = -304.76017
- HOMO-LUMO gap (eV) = 9.067
- energy above the lowest of the compared OMol25 structures with the same formula, charge and spin (eV) = 2.050
- SMILES = Cn1ccc(N)c1
- total charge = 0
- E_LUMO (Ha) = 0.036